Entry from OMol25: a molecular structure, C28H41IrN7O8PS3 (ωB97M-V/def2-TZVPD).

Structure (ORCA input):
```
! wB97M-V def2-TZVPD RIJCOSX def2/J DEFGRID3
* xyz 2 1
Ir -0.42482 0.47153 -0.10248
C -6.99703 -2.56695 -3.43948
C -5.74899 -1.78431 -3.15593
C -4.94118 -1.32007 -4.19226
C -3.79248 -0.59409 -3.93152
C -3.45114 -0.33614 -2.60846
C -4.24051 -0.78445 -1.55234
C -5.38396 -1.50211 -1.83726
S -1.97384 0.52645 -2.30316
O -2.12951 1.25053 -0.96959
O -1.66529 1.37954 -3.40429
N -0.74047 -0.45284 -1.90456
C -1.06723 -1.86121 -1.62543
C -1.72527 -2.06017 -0.25981
O -2.36114 -3.04530 0.01449
O -1.51522 -1.07252 0.60562
H -7.12312 -2.74633 -4.50488
H -7.87512 -2.03047 -3.07716
H -6.97031 -3.52993 -2.92830
H -5.21924 -1.52492 -5.21788
H -3.17306 -0.22060 -4.73564
H -3.96287 -0.56568 -0.53045
H -6.00652 -1.85659 -1.02548
H -0.12789 -2.41968 -1.62086
H -1.70115 -2.29923 -2.39534
N 3.65786 3.62486 5.45551
C 3.43842 4.38771 4.17490
P 2.51626 3.21638 3.05407
O 2.48647 1.96370 3.88928
O 1.32489 3.88363 2.47853
C 3.64669 2.87476 1.64503
N 2.95076 1.92498 0.72582
H 3.18308 4.04927 6.25012
H 4.64146 3.52253 5.69693
H 3.23311 2.67494 5.24327
H 4.39419 4.72875 3.78336
H 2.81497 5.25574 4.37268
H 4.57680 2.41086 1.96804
H 3.86318 3.78291 1.08415
H 2.17847 2.36913 0.20623
H 2.49004 1.11947 1.18656
H 3.58496 1.53759 0.02479
C 1.85106 -6.86574 -0.65556
C 1.67726 -5.51440 -0.02694
C 0.66437 -5.27322 0.89135
C 0.50272 -4.01941 1.46559
C 1.37990 -3.00564 1.11869
C 2.40441 -3.21737 0.19541
C 2.54261 -4.46582 -0.37037
S 1.13210 -1.43134 1.86239
C 2.69147 -1.21812 2.69864
O 1.32313 -0.38710 0.69943
H 1.08884 -7.56362 -0.31658
H 2.82926 -7.28035 -0.40775
H 1.79365 -6.79582 -1.74255
H -0.02489 -6.06579 1.15002
H -0.31568 -3.82965 2.14705
H 3.07180 -2.41086 -0.08494
H 3.33133 -4.64395 -1.09120
H 3.50845 -1.30898 1.98383
H 2.76580 -2.00360 3.44958
H 2.66813 -0.23926 3.18035
C -3.91455 1.55712 2.75940
N -2.61960 1.04943 2.34492
C -1.50048 1.76816 2.29545
N -1.49000 3.04739 2.69037
O -0.41725 1.23899 1.87851
H -4.60244 0.72099 2.84208
H -4.32208 2.26982 2.03905
H -3.84944 2.02637 3.74186
H -2.54087 0.12911 1.92362
H -2.30142 3.48808 3.08599
H -0.57684 3.50197 2.72660
N -0.71220 3.82977 -0.44765
C 0.18190 3.25177 -1.24652
N 0.62653 2.01030 -1.09427
C 1.57472 1.69778 -2.09329
C 2.23907 0.48380 -2.23756
C 3.17197 0.35928 -3.25413
C 3.44398 1.41704 -4.12203
C 2.78502 2.62577 -3.98529
C 1.85712 2.74861 -2.96112
S 0.89707 4.14513 -2.54766
H -1.19495 3.27216 0.23661
H -1.11702 4.71455 -0.70003
H 1.99734 -0.34896 -1.59154
H 3.68374 -0.58403 -3.39125
H 4.16722 1.29044 -4.91550
H 2.98351 3.44753 -4.65987
*
```

The calculation puts the energy above the lowest of the compared OMol25 structures with the same formula, charge and spin at 31.1 kJ/mol. For the LUMO energy, the calculation gives -4.59 eV. Its total energy is -3716.73536 hartree. For the HOMO energy, the calculation gives -12.74 eV. The gap between HOMO and LUMO is 0.299 Eh.

***

Entry from OMol25: a molecular structure, C8H5CrF6N3O6S2 (ωB97M-V/def2-TZVPD).

Structure (ORCA input):
```
! wB97M-V def2-TZVPD RIJCOSX def2/J DEFGRID3
* xyz 0 5
Cr -0.58942 -0.89092 0.24110
O -0.37506 -0.38432 2.14217
N -0.21693 0.87277 2.36495
N -0.25665 1.57950 1.32370
O -0.45161 1.04757 0.12756
C -0.08297 3.00867 1.41003
C -0.04377 3.72559 0.22786
C 0.12941 5.10094 0.29872
C 0.25795 5.72952 1.52719
C 0.21342 4.98454 2.69835
C 0.04166 3.61121 2.65297
H -0.14407 3.21414 -0.71640
H 0.16484 5.67941 -0.61423
H 0.39306 6.80169 1.57289
H 0.31294 5.47604 3.65652
H 0.00652 3.02434 3.55729
F 2.56960 -5.14490 -1.47310
C 2.64411 -3.88460 -1.87635
F 2.50187 -3.82964 -3.19350
F 3.82388 -3.37547 -1.53560
S 1.34420 -2.87332 -1.04573
O 1.41607 -1.53843 -1.57806
O 1.52208 -2.99525 0.37260
N 0.04577 -3.66546 -1.56532
S -1.29446 -3.03407 -1.12898
O -1.51027 -2.97374 0.32604
O -1.53938 -1.68479 -1.65644
C -2.50351 -4.19756 -1.89668
F -2.28873 -5.42301 -1.45129
F -2.36826 -4.16053 -3.21120
F -3.72228 -3.79993 -1.55707
*
```

The calculation puts the energy above the lowest of the compared OMol25 structures with the same formula, charge and spin at 98.9 kJ/mol. Its expectation value of S² is 6.01. For the LUMO energy (spin up / spin down), the calculation gives -0.17 / -0.32 eV. Its total energy is -3363.51425 hartree. For the HOMO energy (spin up / spin down), the calculation gives -9.22 / -9.58 eV. The gap between HOMO and LUMO (spin up / spin down) is 0.333 / 0.340 Eh.

***

Entry from OMol25: 3 unconnected molecules or ions with the total composition C2H11N3O2 at a distorted geometry (ωB97M-V/def2-TZVPD).

Structure (ORCA input):
```
! wB97M-V def2-TZVPD RIJCOSX def2/J DEFGRID3
* xyz 0 1
H 2.57868 0.15036 -0.73700
N 1.80338 -0.47751 -0.36652
C 0.85876 0.32108 -0.18500
N 0.88935 1.67745 -0.41248
N -0.38526 -0.04339 0.27550
C -0.76060 -1.30883 0.78333
H 1.86152 1.80249 -0.57825
H 0.35131 2.08117 -1.25560
H -1.04127 0.68637 0.10469
H -0.79126 -2.14703 0.06045
H -0.16126 -1.38203 1.73659
H -1.77271 -1.20310 1.14802
O -2.93154 1.65868 4.81080
H -2.57111 2.24197 5.47207
H -3.45728 0.93107 5.13613
O 1.20035 -1.91571 -5.02640
H 1.70959 -1.84701 -4.19350
H 0.40203 -1.42730 -5.23419
*
```

The calculation puts the energy above the lowest of the compared OMol25 structures with the same formula, charge and spin at 173.7 kJ/mol. For the LUMO energy, the calculation gives 0.63 eV. Its total energy is -397.50179 hartree. For the HOMO energy, the calculation gives -8.87 eV. The gap between HOMO and LUMO is 0.349 Eh.

***

Entry from OMol25: a molecular structure, C43H42P2Zr at a distorted geometry (ωB97M-V/def2-TZVPD).

Structure (ORCA input):
```
! wB97M-V def2-TZVPD RIJCOSX def2/J DEFGRID3
* xyz 2 1
Zr -1.48698 1.97498 0.45731
C -3.39821 -2.64383 2.98418
C -2.18729 -3.10044 2.65296
C -1.80925 -3.71593 1.33275
C -1.44225 -2.71503 0.23888
C -2.48287 -1.91701 -0.46817
C -3.82892 -1.96271 -0.39709
C -4.56146 -2.84516 0.57484
C -4.51571 -2.31268 2.04956
C -2.47680 1.77878 -1.55669
H -3.60345 -2.38077 4.03222
H -1.43251 -3.22622 3.44598
H -2.53917 -4.44829 0.97609
H -0.89791 -4.28832 1.54572
H -0.76935 -1.95907 0.68395
H -0.80987 -3.29129 -0.48191
H -2.06402 -0.93494 -0.76809
H -4.39993 -1.22008 -0.98135
H -4.23771 -3.89113 0.46499
H -5.62853 -2.84097 0.28319
H -4.62361 -1.21515 2.03961
H -5.45672 -2.67893 2.47032
H -3.55019 2.06019 -1.49402
H -2.34471 1.10854 -2.42448
H -1.91771 2.70535 -1.87629
P 3.25346 1.15752 0.62306
P 2.33686 0.91108 -2.15438
C 3.50749 -0.45338 -0.15776
C 3.02525 -0.58867 -1.41398
C 5.03155 1.34166 1.21281
C 5.92534 0.29320 1.48983
C 7.16523 0.54029 2.10739
C 7.53998 1.85709 2.41025
C 6.67104 2.91808 2.11520
C 5.43939 2.65647 1.50282
C 2.40923 0.54345 2.12630
C 1.12785 -0.01249 1.92230
C 0.42764 -0.53313 3.01317
C 0.99939 -0.50992 4.29424
C 2.29128 -0.00980 4.46633
C 3.00908 0.49419 3.38017
C 3.84699 1.24141 -3.24554
C 5.10200 1.55080 -2.66030
C 6.24756 1.73658 -3.44479
C 6.14513 1.63367 -4.84845
C 4.91165 1.32437 -5.44170
C 3.78746 1.12921 -4.63684
C 1.12223 0.19219 -3.32700
C 0.31367 1.13899 -3.99640
C -0.64176 0.72456 -4.91545
C -0.82158 -0.63503 -5.19668
C 0.01144 -1.56814 -4.56766
C 0.96693 -1.16195 -3.63630
H 4.01890 -1.23504 0.40954
H 3.18574 -1.46765 -2.04969
H 5.66736 -0.73876 1.25632
H 7.82053 -0.30753 2.35088
H 8.50799 2.04957 2.88328
H 6.93235 3.94835 2.36470
H 4.75614 3.47069 1.27254
H 0.71104 -0.12835 0.90525
H -0.57556 -0.94184 2.84674
H 0.44379 -0.90487 5.14478
H 2.74692 -0.02728 5.44574
H 4.05145 0.79615 3.51731
H 5.21012 1.62030 -1.56926
H 7.22498 1.95059 -2.97035
H 7.03458 1.78607 -5.46364
H 4.83741 1.22381 -6.53178
H 2.84866 0.85651 -5.11017
H 0.47075 2.20506 -3.81212
H -1.24095 1.47208 -5.44220
H -1.58298 -0.95563 -5.91030
H -0.07153 -2.62365 -4.83313
H 1.62276 -1.91688 -3.19455
C -3.44186 1.20254 1.12513
C -4.69876 1.01862 1.38168
C -6.09541 1.09745 1.68622
C -6.94425 -0.04751 1.89196
C -8.29071 0.09411 2.22747
C -8.87048 1.34392 2.42241
C -8.10412 2.49545 2.13990
C -6.73752 2.36724 1.85047
H -6.54991 -1.05315 1.83787
H -8.91749 -0.80987 2.36724
H -9.90015 1.43818 2.80419
H -8.59499 3.47758 2.16880
H -6.16148 3.29155 1.78169
*
```

The calculation puts the energy above the lowest of the compared OMol25 structures with the same formula, charge and spin at 127.4 kJ/mol. For the LUMO energy (spin up / spin down), the calculation gives -9.15 / -9.11 eV. Its total energy is -2392.56213 hartree. For the HOMO energy (spin up / spin down), the calculation gives -12.29 / -12.34 eV. The gap between HOMO and LUMO (spin up / spin down) is 0.115 / 0.119 Eh.

***

Entry from OMol25: a single C2H4N2O2S molecule at a distorted geometry (ωB97M-V/def2-TZVPD).

Structure (ORCA input):
```
! wB97M-V def2-TZVPD RIJCOSX def2/J DEFGRID3
* xyz 0 1
N -1.45301 1.36437 -0.06543
S 0.55135 0.69372 -0.21252
O 1.30245 1.42921 0.78780
O 1.07836 0.54478 -1.53540
C 0.15409 -0.85777 0.47129
C 0.44456 -1.95936 -0.46672
N 1.39501 -1.62276 0.34108
H -1.61871 2.30314 -0.55262
H -1.43420 1.46916 0.93971
H -0.33866 -0.70877 1.41754
H -0.08124 -2.65571 -1.12474
*
```

The calculation puts the energy above the lowest of the compared OMol25 structures with the same formula, charge and spin at 473.4 kJ/mol. For the LUMO energy, the calculation gives -0.01 eV. Its total energy is -736.62459 hartree. For the HOMO energy, the calculation gives -10.17 eV. The gap between HOMO and LUMO is 0.374 Eh.

***

Entry from OMol25: 3 unconnected molecules or ions with the total composition C20H37B3BrF3O12S2 at a distorted geometry (ωB97M-V/def2-TZVPD).

Structure (ORCA input):
```
! wB97M-V def2-TZVPD RIJCOSX def2/J DEFGRID3
* xyz 0 1
C -3.50864 3.27020 -4.17074
C -3.23859 1.73418 -4.77176
O -2.03972 1.40215 -5.29932
O -4.40397 0.80833 -4.71631
C -4.20667 -0.14536 -3.59792
C -4.87329 0.39490 -2.16464
C -3.61571 0.66320 -1.14774
C -4.04296 1.32192 0.30741
C -2.71416 2.14166 0.84949
C -2.38992 1.89321 2.45261
B -0.96098 1.08101 2.52079
O -0.75123 -0.29411 3.01815
B -0.51255 -1.08494 1.75906
C -1.18096 -2.57896 1.58374
C -0.45240 -3.48015 0.42099
C -1.29381 -4.89387 0.30298
F -1.06403 -5.76880 -0.87807
C -2.31661 -5.33332 1.30955
F -3.80319 -5.24059 1.07844
F -1.81944 -5.87212 2.60503
O 0.31226 -0.40622 0.69868
B 1.04753 0.68133 1.38200
C 2.70481 0.72494 1.57630
C 3.15857 -0.87211 1.75095
O 3.29726 -1.32522 2.99948
Br 3.39444 -1.91517 0.06036
O 0.24267 1.80011 1.97710
H -2.99664 4.10754 -4.84358
H -4.67405 3.43962 -4.11677
H -3.02240 3.26131 -3.08093
H -3.03398 -0.24168 -3.44521
H -4.58139 -1.22867 -3.88112
H -5.62514 -0.42422 -1.76611
H -5.45560 1.38233 -2.40389
H -2.89635 1.44218 -1.69572
H -3.03504 -0.37061 -1.01200
H -4.32352 0.45045 1.04949
H -4.96851 2.06275 0.21887
H -2.79705 3.28295 0.55934
H -1.78955 1.71399 0.22773
H -3.26569 1.30700 2.97111
H -2.22243 2.92516 3.02640
H -2.34841 -2.51448 1.41541
H -1.02725 -3.14761 2.61519
H -0.41522 -2.95932 -0.64175
H 0.66786 -3.75565 0.69287
H 2.88067 1.33936 2.58164
H 3.24834 1.24728 0.68117
C 5.44458 6.12835 3.60979
C 4.92012 6.28344 5.02526
O 3.65748 5.65240 5.18439
S 3.60654 4.02894 5.31108
C 1.91822 3.89724 5.84503
O 4.46837 3.61386 6.39911
O 3.70983 3.45363 3.98707
H 5.68243 5.08364 3.39042
H 6.35436 6.71784 3.46695
H 4.69345 6.44887 2.88104
H 5.63934 5.90348 5.75870
H 4.77534 7.34862 5.23713
H 1.81880 4.36506 6.82576
H 1.66641 2.83594 5.90726
H 1.27677 4.38888 5.11168
C 0.21483 -5.89101 -3.51827
C 1.73051 -5.88748 -3.59156
O 2.19901 -5.04619 -4.63585
S 2.17607 -3.43309 -4.40853
C 3.17674 -2.99385 -5.80802
O 2.90920 -3.11705 -3.19961
O 0.83260 -2.94765 -4.64116
H -0.16668 -4.91293 -3.21177
H -0.13631 -6.63127 -2.79418
H -0.21985 -6.11530 -4.49743
H 2.17343 -5.59908 -2.63228
H 2.07897 -6.90171 -3.81599
H 4.18282 -3.39060 -5.66326
H 3.20781 -1.90357 -5.87100
H 2.72146 -3.40528 -6.71046
*
```

For the LUMO energy, the calculation gives -1.55 eV. Its total energy is -5431.45466 hartree. For the HOMO energy, the calculation gives -8.81 eV. The gap between HOMO and LUMO is 0.267 Eh.